Here is a molecular structure, C12H28GaN3O8PS2 from OMol25. Energies are from ωB97M-V with the def2-TZVPD basis set.

Computed properties:
E_tot ... -4302.580929 Eh
Charge ... -1
HOMO level ... -3.387 eV
HOMO-LUMO gap ... 5.55 eV
Strongest force on any atom ... 5.357 eV/Å
Lowest unoccupied orbital energy ... 2.167 eV

Atoms and positions in Å:
H (-1.330, 1.482, 1.155)
H (-5.109, -0.869, 2.455)
H (1.955, 5.336, -3.224)
H (0.347, 3.857, -5.364)
H (1.722, -0.247, 1.930)
O (-1.272, -2.754, -2.656)
O (-1.078, 2.462, -2.329)
S (2.416, -3.592, 3.776)
C (-1.106, 0.791, 0.234)
H (4.569, -2.626, 3.950)
C (4.202, -3.639, 3.766)
C (4.609, -4.139, 2.381)
H (-0.776, 1.453, -0.703)
C (3.506, -3.732, 1.405)
H (4.700, -5.232, 2.394)
C (1.031, 5.162, -3.788)
H (-1.077, 4.887, -3.350)
H (3.544, -2.650, 1.233)
C (-0.114, 4.861, -2.832)
C (1.184, 3.914, -4.656)
H (-0.135, 5.524, -1.965)
H (1.329, -3.604, 1.651)
O (1.917, -4.636, 4.649)
N (0.100, -0.143, 0.480)
P (-3.337, -1.935, 1.421)
Ga (-2.790, -0.326, -0.227)
H (0.933, 0.246, -0.056)
C (-4.579, 2.220, 0.208)
H (0.302, 0.901, 2.487)
H (2.108, 3.940, -5.243)
C (2.196, -4.106, 2.084)
O (1.039, 3.208, -1.145)
H (-4.500, 3.425, 1.820)
C (-4.499, 0.785, -0.579)
S (0.179, 3.182, -2.310)
O (-5.040, -1.686, 1.852)
H (2.046, -5.190, 2.080)
H (0.095, -1.012, 2.534)
N (-1.254, -1.927, -1.726)
H (0.828, 6.053, -4.389)
O (-2.396, -1.230, -1.894)
H (4.552, -4.311, 4.554)
H (-5.415, 0.107, -0.234)
H (-4.120, -3.993, 1.089)
O (-3.368, -3.511, 0.605)
O (1.993, -2.213, 3.896)
H (-4.629, 0.989, -1.739)
H (0.693, 1.836, -4.209)
H (3.614, -4.233, 0.438)
C (1.155, 2.702, -3.727)
H (5.581, -3.732, 2.084)
H (2.157, 2.442, -3.376)
N (-4.386, 2.394, 1.579)
C (0.538, -0.103, 1.928)
H (-4.831, 3.215, -0.398)

For each atom in turn, the Löwdin charge in e is: 0.054 0.051 0.119 0.118 0.077 -0.117 -0.329 0.667 -0.288 0.105 -0.236 -0.230 0.026 -0.224 0.115 -0.233 0.110 0.120 -0.236 -0.226 0.110 0.117 -0.336 -0.218 0.732 0.289 0.081 -0.269 0.076 0.113 -0.224 -0.315 0.013 -0.263 0.670 -0.487 0.110 0.071 -0.137 0.113 -0.255 0.101 0.058 0.040 -0.458 -0.326 0.056 0.111 0.118 -0.221 0.111 0.107 -0.026 -0.198 0.094